An isolated molecule of C4H5NO. Source: OMol25; level of theory: ωB97M-V/def2-TZVPD.

Values from the calculation:
net charge = 0
F_max = 0.73 eV/A
gap between HOMO and LUMO (alpha / beta) = 8.4 / 8.3 eV
2S+1 = 1
total energy = -7761.7990 eV

Element x y z (Å)
N 0.980719 -1.561009 -1.709266
C 0.233545 1.318307 0.048609
H -0.955060 1.085316 1.794178
H -1.687113 0.415662 0.240291
H 0.980388 1.970652 0.505996
C -0.810180 0.789101 0.758829
H -0.903967 -1.764596 0.174955
H 0.722824 -1.482887 0.981467
O 0.534746 0.847064 -1.146773
C 0.550323 -0.671258 -1.021263
C 0.017960 -1.191687 0.205964

Forces on the atoms, in the same order (eV/Å):
N -0.2 0.6 0.4
C -0.1 -0.1 0.2
H 0.1 0.0 -0.2
H 0.2 0.0 0.0
H -0.1 -0.1 0.0
C 0.0 0.2 -0.1
H 0.1 0.1 0.0
H -0.1 0.1 -0.1
O 0.0 0.1 0.0
C 0.2 -0.7 -0.2
C 0.0 -0.2 0.0

***

A cluster of 5 separate species, C5H20N2O5 in total at a distorted geometry. Source: OMol25; level of theory: ωB97M-V/def2-TZVPD.

Values from the calculation:
SMILES string = C=NCC[C@H](N)CO.O.O.O.O
net charge = 0
F_max = 5.36 eV/A
gap between HOMO and LUMO = 9.5 eV
2S+1 = 1
total energy = -18722.5066 eV

Element x y z (Å)
C -0.028460 0.685183 -3.520100
C 0.680763 -0.118375 0.404722
C -1.557928 -0.937008 -2.473061
H -0.003314 1.109639 -2.486938
H 1.695790 -0.550726 0.168959
O 0.429683 1.629840 3.455187
H 1.667917 2.766476 1.066934
H -2.167004 2.484471 0.625157
H 2.901976 3.680871 0.507952
O 2.521460 3.043998 1.192471
H -0.725964 -3.085253 -0.130611
H -2.488921 -0.445717 -2.988106
H -2.121987 -0.565075 -0.453766
H -1.080530 2.104158 1.470673
H -0.022424 1.535131 -0.561086
C -0.107605 -1.148065 -0.418107
O 0.772836 1.166065 -0.216172
H 1.321023 -3.032378 2.828747
O -1.239101 2.404610 0.620777
H 0.662371 0.874391 4.023476
H 0.698101 0.971204 -4.442239
N -0.398686 -2.269530 0.523473
H -1.139295 -2.139114 1.183641
H 0.651404 -0.170844 1.539883
H -1.387870 0.620683 -0.824212
H 1.068836 -4.069296 1.731483
H 1.172753 2.059018 3.197619
H 0.431177 -1.699149 -1.247735
O 1.169009 -3.892929 2.634015
C -1.233699 -0.400362 -1.088766
N -0.584354 -0.507386 -3.536252
H -1.557956 -2.104531 -2.788019

Forces on the atoms, in the same order (eV/Å):
C 0.7 -3.5 0.1
C 3.3 -1.0 -1.4
C -0.1 0.4 -3.7
H 0.2 0.9 -1.4
H -0.4 0.7 0.9
O -3.9 -2.5 1.4
H -3.2 -0.8 -1.7
H -1.9 0.5 -0.3
H -1.6 -1.6 1.3
O 4.8 2.3 0.3
H 0.7 1.8 1.9
H 1.1 -1.3 1.5
H -0.3 -1.2 -0.1
H 1.2 -1.1 2.9
H -1.0 0.0 0.4
C -0.4 -0.1 0.9
O 2.0 -0.7 0.9
H 0.6 4.0 0.2
O 0.1 1.0 -2.2
H 0.1 0.7 -0.4
H -1.9 -0.5 2.5
N -0.3 -2.1 -3.2
H -0.5 0.6 0.3
H -0.9 0.4 -1.4
H 1.0 1.3 -1.2
H -0.2 0.4 -1.9
H 3.9 1.9 -1.0
H 0.2 1.2 1.0
O -0.4 -4.5 1.9
C -3.1 -2.7 0.9
N 0.9 2.9 -1.2
H -0.4 2.5 2.0

***

A structure of composition C19H31FIKNO4S2Si at a distorted geometry. Source: OMol25; level of theory: ωB97M-V/def2-TZVPD.

Values from the calculation:
net charge = +1
F_max = 2.94 eV/A
gap between HOMO and LUMO = 7.9 eV
2S+1 = 1
total energy = -86571.4855 eV

Element x y z (Å)
H 1.657544 0.986062 -4.012157
H 0.877970 3.261943 -0.720382
C 1.727771 0.082689 -3.417378
H -3.740194 -3.734236 -1.957035
H -0.487924 2.480422 -1.438995
H 2.327714 1.304714 5.731898
C -0.243382 2.117443 0.677307
C 2.125133 2.173799 5.119242
H 2.039065 3.287244 6.898397
N 1.278536 1.754251 3.976744
S 3.037128 2.077945 2.060026
H 0.760803 -1.336380 -0.592660
H 1.367875 -0.730184 -4.036707
C 1.561678 2.338976 2.783586
C -1.258838 -0.468398 -3.021544
C 3.212289 -0.064691 -3.129771
H -3.631743 -2.658303 -3.331296
C -0.638211 2.882709 5.136837
H 1.078426 -1.900310 -2.164517
H -3.586291 -0.953402 -1.779893
H -1.511625 -1.729863 0.181682
H -1.621132 2.641063 5.520511
O -0.469206 0.632476 -2.802848
F -3.862351 -2.005821 -0.089679
C -1.007727 -1.458163 -1.899251
H -1.376744 -0.064177 -0.334362
C -0.145992 1.685914 4.350685
H 0.084190 1.155072 1.041400
C 0.478664 -1.172179 -1.622752
H -3.616467 -0.022329 -0.291845
H -0.755845 3.751914 4.496602
O -1.995062 -0.570153 -3.991438
S 0.387219 3.352996 1.882424
C -0.396362 -3.619798 -4.069036
H -0.291681 0.799900 4.957448
H -1.538253 -5.267720 -1.064145
C 0.770125 0.253454 -2.221967
H -3.257291 -4.343603 -3.554745
H -1.321520 2.165442 0.679613
C -3.176181 -3.519105 -2.855161
H 0.616821 -3.955143 -3.886659
K 4.714314 3.845720 1.559469
H -0.373163 -2.750199 -4.718429
C 0.324758 2.333789 -0.740891
Si -1.351934 -3.241416 -2.491317
H 1.611438 0.656882 -0.324810
H 1.750355 4.262842 5.482517
H -0.736569 1.551526 3.458567
C 1.521322 3.299471 5.948010
H -0.951280 -3.891208 -0.142336
H 0.141790 -4.770061 -1.189717
H 2.199402 1.724147 -1.548820
O 4.049387 0.417912 -3.856851
H 3.074630 2.509474 4.729912
C -3.272902 -0.946098 -0.742625
O 0.169912 3.144724 6.252448
I 3.944414 -1.155950 -1.394975
C -0.876285 -4.411403 -1.090196
C -1.753303 -1.043986 -0.619483
C 1.304567 1.236998 -1.180906
H -0.949782 -4.385639 -4.597747

Forces on the atoms, in the same order (eV/Å):
H 0.1 0.2 -0.2
H 0.0 0.3 -0.1
C 0.0 0.6 0.7
H -0.1 -0.2 0.2
H -0.1 -0.1 -0.3
H -0.1 -0.2 0.2
C 0.7 0.2 -0.6
C 0.3 -0.9 0.1
H 0.2 0.1 0.2
N -0.9 2.2 -0.3
S -1.6 -1.8 0.6
H -0.1 0.4 0.4
H 0.2 -0.4 -0.2
C 0.4 -0.7 -0.2
C -1.3 -0.4 -1.2
C 1.4 0.9 -1.7
H -0.1 0.2 -0.2
C -0.2 -0.2 -0.1
H 0.2 -0.1 -0.1
H -0.1 -0.1 -0.2
H 0.1 -0.2 0.2
H -0.2 0.0 0.1
O -0.3 0.6 -0.6
F -0.3 -0.3 0.2
C 0.5 0.0 0.0
H 0.1 0.2 0.1
C 0.0 -0.2 0.3
H -0.2 -0.3 0.2
C 0.0 -0.6 -0.8
H -0.3 0.1 0.2
H 0.2 0.3 -0.2
O 1.3 0.5 2.0
S -0.5 -0.4 0.4
C -0.2 0.5 0.5
H 0.2 -0.3 0.2
H -0.2 -0.2 0.0
C 0.4 -1.8 0.4
H -0.1 -0.3 0.0
H -0.3 0.1 0.3
C 0.4 0.5 0.0
H 0.2 -0.1 0.0
K 2.0 2.0 -0.7
H 0.0 0.2 -0.2
C 0.2 0.0 0.5
Si -0.5 -0.7 -0.1
H 0.2 -0.1 0.3
H -0.3 0.2 -0.3
H -0.2 0.0 -0.2
C 0.3 0.0 0.0
H -0.1 0.0 0.3
H 0.2 -0.1 0.0
H 0.2 0.1 -0.2
O -1.5 -0.9 1.5
H 0.3 0.0 -0.1
C 0.6 0.2 0.0
O -0.1 -0.1 0.3
I -0.1 0.0 -0.1
C 0.2 0.5 -0.4
C -0.7 0.4 -0.7
C -0.7 0.5 -0.3
H 0.0 -0.3 -0.1

***

A structure of composition C21H26BClMnNO5Se2 at a distorted geometry. Source: OMol25; level of theory: ωB97M-V/def2-TZVPD.

Values from the calculation:
net charge = 0
F_max = 3.87 eV/A
gap between HOMO and LUMO (alpha / beta) = 6.6 / 7.8 eV
2S+1 = 5
total energy = -209138.8821 eV

Element x y z (Å)
Se -1.171723 1.500850 1.116619
C 4.626787 -3.844603 -4.268993
H 5.219410 -3.299654 -3.528739
O -0.908955 -0.168319 -1.624775
H -2.790520 -3.817727 2.329317
C 1.447989 -1.662097 -2.485993
H -3.668382 -2.839879 0.864891
C 2.375536 3.648973 -0.361029
C 2.794370 -2.330406 -4.408514
H 5.993177 3.876915 -1.695768
C 0.898969 -1.615792 3.794253
C 2.553118 1.158182 -0.205145
C 2.538630 -2.362199 -3.059445
C 3.123681 2.493833 -0.555510
C 0.564738 -0.918943 -3.345597
H -1.948587 -0.166525 -4.453860
H 4.030656 -4.608730 -3.763118
C 4.987319 3.803237 -1.313976
C 1.143007 1.209784 2.970302
H -2.651085 -4.490322 0.469254
C 0.866244 -0.919098 -4.723180
H -0.886409 1.247745 -4.396715
O 3.809158 -2.978301 -5.025665
O 1.311073 0.989851 -0.428724
O 3.258963 0.298381 0.329079
H 2.163181 -1.539482 -6.299415
H 0.229354 -0.373146 -5.398446
H 1.642364 1.939205 2.326100
H 1.496564 1.357246 3.996124
H -2.882229 -0.279157 1.726069
H 0.890937 -1.082505 4.743929
H 3.159494 -2.904228 -2.363731
C -1.526676 -2.645924 0.921961
C 4.241308 4.951048 -1.091350
H -3.299428 1.286975 2.502428
O 1.297757 -1.738231 -1.222491
H 5.294716 -4.323308 -4.983821
C -0.571279 -0.207088 -2.822540
N -0.648731 -1.901922 0.698509
H -0.847562 0.474976 3.394338
C -2.945002 0.797924 1.598370
H -0.109626 -1.850989 3.463844
C -1.456345 0.544732 -3.794580
Se 1.832834 -0.559793 2.409422
B -2.736973 -3.532172 1.169917
H 1.359418 3.570373 0.004433
H -3.607242 1.025516 0.767460
C 1.942695 -1.575039 -5.245391
H -0.664202 2.240175 3.490705
H 1.460063 -2.542076 3.897836
H 2.380545 5.792300 -0.454398
Cl 4.952206 6.496442 -1.392266
Mn 0.447907 -0.619424 0.092354
H 4.990449 1.662859 -1.157394
C 2.938831 4.884689 -0.619853
H -2.212404 1.084434 -3.230217
C 4.428483 2.574460 -1.024791
C -0.368635 1.344127 2.938872

Forces on the atoms, in the same order (eV/Å):
Se 0.2 -0.6 0.7
C 0.1 -0.2 0.2
H -0.1 0.0 0.0
O 0.3 -0.1 0.2
H 0.1 0.0 0.3
C -0.2 0.4 -1.5
H -0.2 0.2 -0.1
C 0.1 -0.2 -0.1
C -0.3 0.2 0.1
H 0.1 0.0 0.0
C -0.1 0.1 -0.5
C 1.8 -0.5 0.6
C 0.1 -0.1 0.3
C -0.2 0.0 0.0
C 0.6 -0.4 0.6
H -0.1 0.0 -0.2
H 0.0 0.0 0.0
C 0.0 0.1 0.0
C 0.1 -0.2 -0.2
H 0.1 -0.3 -0.2
C 0.2 0.0 0.0
H 0.1 0.0 -0.1
O -0.3 0.3 -0.1
O -1.2 0.1 -0.3
O 0.1 0.6 -0.6
H 0.0 0.0 -0.2
H -0.1 0.1 -0.1
H 0.0 -0.1 0.1
H 0.0 0.0 -0.2
H 0.0 0.0 0.0
H 0.1 0.0 -0.1
H 0.1 -0.1 0.0
C 1.5 1.3 -0.4
C -0.1 -0.2 0.0
H 0.0 0.0 0.0
O -0.1 -0.1 1.7
H 0.0 0.0 0.1
C -0.2 0.2 -0.2
N -2.5 -2.7 1.2
H 0.0 0.1 0.0
C 0.4 0.0 -0.1
H 0.0 0.0 0.1
C -0.1 -0.1 0.3
Se -0.5 -0.1 0.7
B -0.5 -0.3 0.2
H 0.0 0.0 -0.1
H 0.0 0.0 0.0
C 0.1 -0.1 -0.2
H 0.0 -0.1 0.0
H 0.0 0.1 0.0
H 0.0 0.1 0.0
Cl 0.1 0.2 -0.1
Mn 1.2 2.0 -1.8
H 0.1 -0.1 0.0
C 0.1 0.1 0.0
H 0.0 0.0 0.0
C -0.2 -0.1 0.1
C -0.4 0.1 -0.3